# 1
DFT (ωB97M-V with the def2-TZVPD basis set) results for C29H38IrN4O8 as an isolated structure.

```
! RIJCOSX wB97M-V def2-TZVPD def2/J DEFGRID3
* xyz 2 6
Ir -0.1737 -0.3034 -0.4909
O -0.2203 -2.4132 -1.2871
O 3.1621 -0.9809 3.1017
O -0.1624 1.8308 -0.4234
O -1.4037 -4.2879 -1.4241
O -5.4232 -4.1161 0.5256
O -0.7254 -1.0569 1.7768
O 1.3458 -0.5809 1.3387
O -3.7895 -5.1292 -0.5976
N -4.3298 -1.6481 0.2671
N 3.6696 -2.8156 -2.9073
N 1.9816 -0.6920 -1.8812
N -2.3714 -0.9961 -0.4236
C -0.7057 5.2174 0.6290
C 2.6225 -2.2849 4.9925
C 0.3353 -2.9395 5.3747
C -0.0571 -2.2832 4.2189
C -0.9719 3.6681 -1.6882
C 0.4663 -1.0506 2.1382
C -0.2904 3.9071 0.6832
C 0.2999 3.3202 1.9358
C 1.6492 2.6372 1.6966
C 1.7254 -1.3306 -3.1681
C 1.6800 -2.9453 5.7508
C 0.4076 2.4968 -3.3952
C -1.2582 5.7639 -0.5238
C 2.9947 -1.8736 -3.8361
C -2.4562 -2.3422 -0.6205
C 4.0389 -2.0970 -1.6628
C -0.4607 3.0601 -0.4811
C 2.7554 -1.5752 -1.0156
C -1.0119 2.8805 -2.9724
C 0.8783 -1.6231 3.4321
C -4.3758 -4.0944 -0.0734
C -1.3729 4.9826 -1.6710
C 2.2412 -1.6056 3.8223
C -1.2859 -3.0990 -1.1548
C -3.8189 0.7698 0.5878
C -0.6959 2.3564 2.5960
C -1.9093 1.6425 -2.9107
C -3.6958 -2.7679 -0.2003
C -3.5066 -0.5972 0.1282
H 1.2465 -0.6188 -3.8395
H -0.4017 -3.4482 5.9747
H -1.0892 -2.2946 3.9036
H 1.0376 3.3804 -3.4539
H 3.0103 -3.5686 -2.6673
H -3.9746 0.7535 1.6659
H 3.6673 -2.2685 5.2626
H 2.7113 -0.5732 2.3194
H 2.3227 3.2980 1.1559
H -2.0414 1.2388 -3.9131
H 3.6987 -1.0719 -4.0683
H -0.5904 5.8391 1.5033
H -1.4247 3.5477 -3.7364
H 4.7156 -1.2810 -1.9260
H 4.5544 -2.7698 -0.9757
H 1.5344 1.7091 1.1390
H 1.0232 -2.1499 -2.9929
H -2.8923 -4.9509 -1.0041
H 0.4713 4.1491 2.6324
H -0.8400 1.4618 1.9908
H -1.4627 0.8487 -2.2863
H 2.1076 -2.4139 -0.7517
H 3.0076 -1.0479 -0.0981
H -1.6606 2.8381 2.7334
H 4.4905 -3.2478 -3.3476
H -0.3259 2.0628 3.5758
H -1.7661 5.4289 -2.5723
H 2.4733 0.1904 -2.0090
H -2.9915 1.4357 0.3644
H 1.9874 -3.4801 6.6388
H -4.7269 1.1498 0.1232
H -2.8889 1.8952 -2.5117
H 2.1041 2.3983 2.6551
H -5.2570 -1.6814 0.6748
H 0.3788 2.0269 -4.3745
H 0.8355 1.8015 -2.6730
H -1.5606 6.7979 -0.5369
H 2.7353 -2.3887 -4.7617
*
```

Properties
DFT total energy: -2052.5702 Ha
HOMO level (alpha / beta): -12.832 / -13.404 eV
Largest force on an atom: 2.13 eV/Å
Orbital gap (alpha / beta): 0.2678 / 0.1507 Eh
ΔE to the lowest compared entry with this formula, charge and spin: 0.996 eV

Atomic partial charges in e from the Mulliken method, atoms 1 to 5: number 1, Ir, carries 3.785; number 2, O, carries -0.721; number 3, O, carries -0.535; number 4, O, carries -0.210; number 5, O, carries -0.926

=====

# 2
DFT (ωB97M-V with the def2-TZVPD basis set) results for C29H38NO3P2SiYb as an isolated structure.

```
! RIJCOSX wB97M-V def2-TZVPD def2/J DEFGRID3
* xyz 2 2
Yb 0.0952 -0.4503 0.6876
P 1.0002 2.5680 -1.0880
P -2.3139 -1.8253 1.2065
Si 3.1301 -1.5329 0.2774
O 1.1129 1.2590 1.5755
O 1.7772 -0.9905 -0.3964
O -2.3759 3.5096 1.3956
N -1.5198 0.2994 -1.2863
C 4.6729 -5.0644 -2.3277
C 3.7674 -2.9514 -0.7361
C 3.0720 -2.1860 4.3974
C 3.6505 -2.8827 -2.1302
C 1.6097 4.2571 -1.1654
C 1.4203 -3.6458 3.4069
C 3.4101 -1.6821 3.1314
C -0.6136 2.5797 -1.9248
C -2.4407 -3.5898 1.6776
C 6.5662 0.6843 -0.4292
C -1.5017 1.3437 -2.1495
C -2.3264 1.3791 -3.2823
C 1.7357 -3.1299 2.1374
C 2.1480 1.5284 -2.0097
C 6.2634 1.9149 0.1561
C 4.2531 -4.1222 -0.1341
C 4.1318 -3.9289 -2.9260
C -2.4188 -0.6918 -1.5111
C -2.5343 -1.9543 -0.6377
C 4.7145 -5.1753 -0.9426
C 4.4543 -0.2198 0.3603
C 4.1838 0.9941 0.9937
C 2.0979 -3.1704 4.5345
C -3.2556 -0.7023 -2.6325
C 2.7479 -2.1665 1.9941
C -3.2223 0.3444 -3.5385
C -3.9469 -1.1912 1.7262
C 5.6815 -0.3933 -0.3033
C 5.0826 2.0617 0.8958
H -3.5406 -2.3952 -0.7788
H 5.0647 -5.8744 -2.9507
H -1.7995 -2.7075 -0.9824
H 1.1793 -3.5038 1.2668
H -4.1669 -0.2547 1.1953
H -1.4880 3.1410 1.3404
H 0.7055 1.5706 2.4170
H 3.0732 1.2602 -1.4786
H 3.1762 -2.0159 -2.6026
H -4.7538 -1.9229 1.5818
H -3.0181 2.8340 1.0872
H -1.2531 3.3831 -1.5627
H 0.8865 4.9225 -0.6724
H 1.6607 0.5969 -2.3122
H 4.8540 3.0047 1.3898
H -2.1032 -4.2479 0.8630
H 2.4291 2.0802 -2.9154
H 1.7410 4.5841 -2.2040
H 0.9368 2.4038 0.3740
H -3.9529 -1.5398 -2.7289
H 4.1822 -0.9239 3.0091
H 3.2438 1.1384 1.5389
H 2.5740 4.3316 -0.6390
H -3.8732 0.3589 -4.4171
H -2.2232 2.1998 -4.0003
H 0.6523 -4.4091 3.5045
H 3.5857 -1.7870 5.2762
H 5.9123 -1.3740 -0.7265
H -0.3510 2.8979 -2.9607
H 7.4949 0.5527 -0.9970
H -3.4592 -3.8619 1.9850
H 4.2587 -4.2055 0.9545
H 4.0819 -3.8390 -4.0143
H -3.8428 -0.9651 2.7988
H 5.1107 -6.0715 -0.4601
H 6.9427 2.7626 0.0380
H -1.7573 -3.7191 2.5327
H 1.8401 -3.5582 5.5243
*
```

Properties
DFT total energy: -3538.8511 Ha
HOMO level (alpha / beta): -13.110 / -13.110 eV
Largest force on an atom: 3.25 eV/Å
Orbital gap (alpha / beta): 0.2553 / 0.2263 Eh

Atomic partial charges in e from the Mulliken method, atoms 1 to 5: number 1, Yb, carries 0.732; number 2, P, carries 0.536; number 3, P, carries 0.808; number 4, Si, carries 0.122; number 5, O, carries -0.535

=====

# 3
DFT (ωB97M-V with the def2-TZVPD basis set) results for C29H39Cl2F4N8NaS2 as an isolated structure.

```
! RIJCOSX wB97M-V def2-TZVPD def2/J DEFGRID3
* xyz 0 1
Cl -1.4432 -0.6515 -3.8663
Cl 0.3180 1.6088 -4.0812
S 1.2028 -0.5381 -1.7716
S 0.8387 1.3433 0.7529
Na -1.7556 1.0462 -1.6627
F -3.5906 4.7066 -3.6102
F -2.5537 2.2751 -3.1651
F -7.6945 3.3177 -1.7530
F -6.7385 0.9017 -1.2762
N 2.4492 -2.1257 -0.0864
N -2.6218 -0.6786 0.6595
N -0.0410 4.5993 -0.6934
N -2.5153 2.8504 0.1827
N -0.4360 3.9213 -1.8885
N -3.8344 0.3963 -1.8338
N -3.6070 3.3445 0.9628
N 2.8235 -0.0725 1.7445
C 2.5506 0.2066 4.1475
C 1.2857 -0.3550 4.2793
C 2.9898 -2.4231 1.2179
C 3.0452 -0.4395 6.4111
C -0.1995 0.1192 -4.8389
C -4.3688 3.7668 -3.0222
C -1.4796 -1.4100 1.1663
C -5.6750 4.0795 -2.6811
C -4.5243 1.4795 -2.0956
C 3.4317 0.1484 5.2183
C -3.8412 2.5324 -2.7669
C 4.5827 -4.4449 -1.5538
C 1.8831 -0.9192 -0.3076
C 4.2306 -2.3316 -2.6250
C 6.2312 -3.5793 -3.0687
C 5.7963 -4.5719 -2.2089
C 3.7285 -1.1965 1.7353
C -3.3040 -1.4600 -0.3624
C 1.7792 -0.9841 6.5396
C 3.7861 -3.3261 -1.7601
C 2.9412 0.8562 2.8471
C -6.4100 3.0648 -2.0853
C 2.4461 -3.1820 -1.0792
C -5.8883 1.8204 -1.8126
C 0.9025 -0.9472 5.4675
C 5.4444 -2.4584 -3.2751
C -4.3994 -0.6913 -1.0979
C -3.5133 -0.3587 1.7602
C 1.9098 0.0723 0.7594
H -5.1586 -0.3684 -0.3813
H -3.2887 3.9746 1.7037
H 2.1675 -4.1149 -0.5791
H 1.6812 -2.9242 -1.8206
H 3.9708 1.2240 2.8948
H 6.3981 -5.4551 -2.0535
H 4.4229 0.5691 5.1237
H -6.1013 5.0450 -2.8808
H 0.6594 -0.5480 -4.9035
H -1.7655 -2.3477 1.6715
H -0.9487 -0.7859 1.8822
H 3.6179 -1.4579 -2.7887
H 3.7347 -0.4721 7.2411
H -2.9649 0.1945 2.5208
H 0.6023 -0.3190 3.4425
H 4.5953 -0.9877 1.0933
H -2.1632 3.6283 -0.3637
H 0.4732 3.9325 -0.1224
H 0.5813 5.3877 -0.8894
H 4.0815 -1.3711 2.7540
H 4.2538 -5.2295 -0.8851
H -2.5558 -1.7698 -1.0943
H 1.4772 -1.4423 7.4696
H -3.7548 -2.3664 0.0808
H 0.3423 3.8027 -2.5360
H 7.1752 -3.6803 -3.5835
H 5.7692 -1.6856 -3.9549
H -4.3327 0.2594 1.4017
H -1.1339 4.4942 -2.3545
H -0.8011 -1.6536 0.3516
H -0.6215 0.3563 -5.8147
H -0.0848 -1.3758 5.5593
H -1.7357 2.5448 0.7698
H 2.1767 -2.6776 1.9138
H -4.0593 2.5502 1.4035
H 2.2744 1.6959 2.6285
H 3.6694 -3.2740 1.1386
H -3.9377 -1.2626 2.2277
H -4.8809 -1.3989 -1.7882
*
```

Properties
DFT total energy: -3844.9565 Ha
HOMO level: -5.672 eV
Largest force on an atom: 2.54 eV/Å
Orbital gap: 0.1597 Eh
ΔE to the lowest compared entry with this formula, charge and spin: 1.271 eV

Atomic partial charges in e from the Mulliken method, atoms 1 to 5: number 1, Cl, carries 0.011; number 2, Cl, carries -0.078; number 3, S, carries 0.087; number 4, S, carries -0.294; number 5, Na, carries 0.802